1.
# C9H28BN2O3S

3 unconnected molecules or ions with the total composition C9H28BN2O3S in a non-equilibrium geometry (ωB97M-V/def2-TZVPD, the Open Molecules 2025 dataset).

```
! RIJCOSX wB97M-V def2-TZVPD def2/J DEFGRID3
* xyz 1 1
C 0.379 1.523 4.399
B 1.821 2.332 4.267
O 2.461 2.751 3.004
S 2.654 2.768 5.936
H -0.375 2.224 5.000
H 0.591 0.611 5.130
H -0.091 1.207 3.375
H 2.495 2.011 2.327
H 3.898 3.349 5.623
H 1.776 3.759 6.483
C 3.069 -1.956 1.341
C 1.776 -1.221 0.996
C 1.245 -1.535 -0.422
O 1.958 -0.882 -1.477
C 3.167 -1.524 -1.853
N 1.983 0.223 1.186
H 3.947 -1.513 0.865
H 3.246 -1.926 2.422
H 3.013 -3.009 1.044
H 1.015 -1.555 1.712
H 0.218 -1.161 -0.487
H 1.191 -2.616 -0.602
H 3.100 -2.613 -1.771
H 3.993 -1.145 -1.249
H 3.378 -1.269 -2.895
H 1.091 0.700 1.054
H 2.552 0.554 0.401
C -4.161 0.548 -3.950
C -4.245 0.518 -2.425
C -2.866 0.597 -1.728
O -2.118 -0.622 -1.762
C -1.422 -0.849 -2.978
N -4.989 -0.680 -2.012
H -3.840 -0.407 -4.374
H -5.143 0.772 -4.380
H -3.466 1.324 -4.289
H -4.817 1.401 -2.117
H -3.038 0.806 -0.667
H -2.266 1.430 -2.113
H -1.058 0.080 -3.427
H -2.063 -1.388 -3.679
H -0.561 -1.489 -2.763
H -5.132 -0.645 -1.002
H -4.367 -1.484 -2.140
*
```

Calculated values
* orbital gap: 6.077 eV
* DFT total energy: -1117.66993 Eh

2.
# C4H5ClS

C4H5ClS in the gas phase in a non-equilibrium geometry (ωB97M-V/def2-TZVPD, the Open Molecules 2025 dataset).

```
! RIJCOSX wB97M-V def2-TZVPD def2/J DEFGRID3
* xyz 0 1
C -0.562 1.387 0.014
C -0.779 -0.026 -0.074
C 0.041 -1.122 -0.097
C 1.437 -1.113 0.049
H 0.523 1.646 0.299
H -0.824 1.731 -0.934
H -1.169 1.803 0.848
H -0.548 -2.051 0.010
H 1.965 -2.083 0.255
S 2.497 0.153 -0.203
Cl -2.582 -0.326 -0.166
*
```

Calculated values
* orbital gap: 7.602 eV
* relative energy (zero: lowest compared OMol25 entry of this formula, charge and spin): 27.93 kcal per mole
* SMILES string: C/C(Cl)=C\C=S
* DFT total energy: -1013.73525 Eh

3.
# C17H41BrIN2O6P2ReSbSi3

A molecular structure, C17H41BrIN2O6P2ReSbSi3 in a non-equilibrium geometry (ωB97M-V/def2-TZVPD, the Open Molecules 2025 dataset).

```
! RIJCOSX wB97M-V def2-TZVPD def2/J DEFGRID3
* xyz 2 4
Re 1.116 -1.304 -0.097
N -1.923 -3.372 2.853
C -0.440 -3.449 2.544
C 0.175 -4.691 3.172
P 0.176 -1.759 3.364
O 2.474 -2.366 2.357
O -0.950 -0.873 2.927
O 1.406 -1.474 1.998
P -0.321 -3.478 0.744
O -1.239 -4.710 0.360
O -0.896 -2.178 0.170
O 1.113 -3.571 0.232
H -2.087 -3.545 3.849
H -2.483 -4.050 2.323
H -2.220 -2.396 2.647
H 0.144 -4.621 4.262
H 1.223 -4.751 2.880
H -0.323 -5.613 2.866
H 3.096 -1.734 2.767
H -0.871 -5.384 -0.220
Br 1.696 -2.101 -6.713
C 1.460 -1.812 -4.901
C 0.586 -2.612 -4.167
C 0.452 -2.380 -2.819
N 1.129 -1.399 -2.186
C 1.950 -0.608 -2.908
C 2.146 -0.789 -4.257
H 0.021 -3.403 -4.636
H -0.220 -2.969 -2.211
H 2.450 0.188 -2.373
H 2.817 -0.137 -4.795
I 4.023 0.428 0.960
C 3.193 -1.190 -0.144
H 3.558 -2.086 0.353
H 3.651 -1.158 -1.130
C -2.742 -0.232 -1.658
Si -2.597 0.686 -0.041
C -3.421 2.343 -0.154
C -3.381 -0.282 1.335
Sb -0.036 1.082 0.258
Si 0.668 2.731 2.156
C 1.223 1.766 3.625
C -0.913 3.637 2.482
C 1.962 3.883 1.509
Si 0.369 2.517 -1.908
C -0.254 1.615 -3.425
C 2.203 2.865 -2.040
C -0.567 4.111 -1.693
H -3.656 -0.829 -1.645
H -1.911 -0.919 -1.818
H -2.804 0.449 -2.506
H -4.498 2.171 -0.112
H -3.212 2.869 -1.084
H -3.170 2.998 0.676
H -4.431 0.018 1.383
H -2.922 -0.089 2.297
H -3.347 -1.349 1.113
H 0.393 1.224 4.071
H 1.623 2.463 4.365
H 2.018 1.066 3.369
H -1.681 2.969 2.872
H -1.297 4.147 1.601
H -0.725 4.401 3.239
H 2.969 3.493 1.649
H 1.882 4.813 2.077
H 1.832 4.131 0.460
H -0.655 0.623 -3.222
H 0.535 1.521 -4.172
H -1.055 2.200 -3.879
H 2.824 2.190 -1.453
H 2.417 3.878 -1.701
H 2.528 2.811 -3.081
H -1.564 4.050 -2.126
H -0.029 4.897 -2.227
H -0.660 4.432 -0.658
*
```

Calculated values
* orbital gap (spin up / spin down): 7.993 / 6.921 eV
* ⟨S²⟩: 3.786
* relative energy (zero: lowest compared OMol25 entry of this formula, charge and spin): 138.33 kcal per mole
* DFT total energy: -5974.36663 Eh

4.
# C24H26N4Ti

A molecular structure, C24H26N4Ti in a non-equilibrium geometry (ωB97M-V/def2-TZVPD, the Open Molecules 2025 dataset).

```
! RIJCOSX wB97M-V def2-TZVPD def2/J DEFGRID3
* xyz 2 1
Ti 0.000 0.000 0.000
C -1.614 1.697 -2.213
C -2.256 0.546 -3.013
C -1.316 -0.603 -3.029
C -1.445 -1.685 -3.889
C -0.501 -2.704 -3.810
C 0.523 -2.615 -2.872
C 0.560 -1.500 -2.052
N -0.332 -0.493 -2.123
N -1.285 1.477 -0.729
C -0.767 2.845 -0.381
C -0.301 2.753 0.999
C 0.287 3.734 1.774
C 0.628 3.398 3.080
C 0.372 2.108 3.540
C -0.224 1.208 2.670
N -0.580 1.518 1.407
C -2.627 1.230 -0.086
C -2.843 -0.237 0.202
C -4.127 -0.762 0.333
C -4.272 -2.122 0.590
C -3.137 -2.914 0.716
C -1.900 -2.305 0.588
N -1.732 -0.991 0.346
H -0.681 1.976 -2.728
H -2.281 2.566 -2.321
H -3.224 0.244 -2.602
H -2.428 0.890 -4.040
H -2.257 -1.734 -4.605
H -0.565 -3.564 -4.471
H 1.269 -3.394 -2.777
H 1.319 -1.377 -1.286
H 0.091 3.106 -1.013
H -1.538 3.620 -0.478
H 0.476 4.726 1.379
H 1.092 4.130 3.733
H 0.632 1.809 4.548
H -0.443 0.186 2.964
H -2.772 1.767 0.860
H -3.448 1.602 -0.714
H -4.999 -0.126 0.228
H -5.260 -2.560 0.688
H -3.211 -3.977 0.910
H -0.980 -2.873 0.674
C 0.756 -1.563 2.033
C 0.382 -2.445 1.015
C 1.315 -2.329 -0.021
C 2.266 -1.374 0.358
C 1.921 -0.903 1.629
H 0.243 -1.423 2.969
H -0.466 -3.110 1.039
H 1.310 -2.892 -0.942
H 3.123 -1.065 -0.218
H 2.464 -0.174 2.209
H 1.478 0.824 -0.485
*
```

Calculated values
* orbital gap (spin up / spin down): 7.122 / 7.121 eV
* DFT total energy: -1997.81308 Eh

5.
# C20H68N10O14

14 unconnected molecules or ions with the total composition C20H68N10O14 in a non-equilibrium geometry (ωB97M-V/def2-TZVPD, the Open Molecules 2025 dataset).

```
! RIJCOSX wB97M-V def2-TZVPD def2/J DEFGRID3
* xyz 0 1
C -2.953 4.190 -0.862
C -2.044 3.612 0.279
O -2.086 4.516 1.213
H -2.763 5.333 -0.982
H -3.977 4.293 -0.410
H -2.836 3.882 -1.878
H -1.030 3.414 0.010
H -2.462 2.591 0.563
H -1.221 4.701 1.568
C 0.988 0.288 0.782
C 0.079 0.559 -0.456
O -0.258 -0.666 -1.143
H 0.512 -0.200 1.563
H 1.310 1.239 1.278
H 1.904 -0.237 0.475
H 0.715 1.192 -1.090
H -0.728 1.230 -0.195
H -0.707 -0.342 -1.967
C -0.944 1.254 3.565
C -1.224 1.199 5.066
O -0.372 0.156 5.580
H 0.085 1.563 3.395
H -1.572 2.045 3.131
H -1.127 0.339 3.109
H -2.286 0.879 5.086
H -1.212 2.131 5.691
H -0.584 -0.102 6.480
C 2.712 -0.726 -2.414
C 3.159 0.773 -2.544
O 2.925 1.059 -3.912
H 3.409 -1.307 -3.104
H 1.681 -0.785 -2.734
H 2.658 -1.139 -1.367
H 4.166 0.928 -2.246
H 2.498 1.453 -2.080
H 2.868 2.014 -4.167
C -2.341 -0.582 -4.967
C -1.402 0.420 -4.142
O -1.901 0.770 -2.888
H -1.912 -0.836 -5.970
H -3.430 -0.304 -4.958
H -2.168 -1.509 -4.511
H -1.405 1.388 -4.852
H -0.362 0.147 -4.111
H -2.651 1.347 -3.107
C 1.271 -5.486 -2.965
C 1.714 -4.093 -2.485
O 0.499 -3.340 -2.311
H 0.726 -5.506 -3.941
H 0.690 -6.065 -2.179
H 2.193 -6.037 -3.010
H 2.248 -3.629 -3.298
H 2.331 -3.966 -1.538
H 0.579 -2.893 -1.476
C 2.699 0.040 3.657
O 2.742 1.459 3.478
N 3.352 -0.856 2.891
N 2.118 -0.593 4.630
H 3.790 -0.556 2.008
H 3.061 -1.829 2.887
H 1.587 0.039 5.303
H 2.010 -1.649 4.645
C -2.799 -4.028 -2.939
O -4.035 -4.476 -3.414
N -2.648 -3.006 -2.200
N -1.656 -4.657 -3.248
H -3.503 -2.530 -1.996
H -1.705 -2.608 -2.085
H -1.768 -5.378 -3.962
H -0.679 -4.334 -2.950
C -0.846 -2.974 4.129
O -1.323 -2.940 5.431
N -0.217 -1.983 3.608
N -1.075 -3.993 3.273
H 0.036 -1.141 4.177
H 0.052 -1.938 2.659
H -1.384 -4.946 3.670
H -0.524 -4.193 2.432
C 0.587 4.435 3.045
O 0.051 4.294 4.300
N 0.275 5.404 2.226
N 1.471 3.599 2.609
H -0.330 6.188 2.625
H 0.545 5.394 1.256
H 1.803 2.799 3.137
H 1.737 3.634 1.665
C 0.733 -3.251 0.835
O 2.010 -2.584 0.913
N -0.441 -2.674 0.619
N 0.465 -4.474 1.222
H -0.525 -1.733 0.304
H -1.173 -3.394 0.424
H 1.281 -4.986 1.607
H -0.354 -4.933 0.957
C -3.101 -0.436 0.503
O -3.990 -0.715 1.539
H -2.286 0.121 0.943
H -3.609 0.155 -0.336
H -2.737 -1.358 0.160
H -4.090 0.063 2.120
C 0.034 3.557 -3.167
O 1.226 4.130 -3.384
H -0.498 4.247 -2.425
H -0.007 2.593 -2.662
H -0.463 3.320 -4.072
H 1.237 4.569 -4.282
C 3.461 3.128 -0.095
O 2.165 3.691 0.042
H 4.088 3.772 0.376
H 3.813 3.236 -1.178
H 3.579 2.131 0.297
H 1.794 3.994 -0.782
*
```

Calculated values
* orbital gap: 8.514 eV
* relative energy (zero: lowest compared OMol25 entry of this formula, charge and spin): 309.30 kcal per mole
* DFT total energy: -2403.48248 Eh